No. 1
5
Properties=species:S:1:pos:R:3 method="wB97M-V/def2-TZVPD" e_homo_ev="-3.5 / -3.5" charge=-1 fmax_ha_per_bohr=0.08601 molar_mass_g_mol=131.59 relative_energy_ev=2.2705
O -1.1492 -1.4428 -0.4976
O -0.1563 0.1429 1.1082
S -2.4572 1.1427 -0.3486
S -0.9020 -0.0644 -0.1147
Cl 4.6646 0.2217 -0.1472



No. 2
14
Properties=species:S:1:pos:R:3 method="wB97M-V/def2-TZVPD" e_homo_ev=-10.3 fmax_ha_per_bohr=0.04538 molar_mass_g_mol=88.11 relative_energy_ev=3.0215
O -1.9445 0.9548 -1.1799
C -0.6774 0.4578 -1.5590
C 0.4401 0.4677 -0.5085
C 0.4272 -0.6071 0.5611
C 0.6973 -0.4711 1.9819
O -0.5585 -0.9586 1.4959
H -2.2128 0.5405 -0.3512
H -0.7465 -0.5818 -1.9021
H -0.3956 1.0720 -2.4242
H 1.2610 -0.1265 -0.9024
H 0.7655 1.4881 -0.2363
H 0.9252 -1.4878 0.1290
H 0.6054 0.4558 2.5435
H 1.4135 -1.2038 2.3523



No. 3
41
Properties=species:S:1:pos:R:3 method="wB97M-V/def2-TZVPD" e_homo_ev="-15.3 / -15.3" charge=+2 fmax_ha_per_bohr=0.04377 molar_mass_g_mol=644.37
I -0.0160 2.9088 -0.8368
I 0.0104 -2.9263 -0.6441
Sc -0.0023 -0.0070 -0.7236
P -2.5556 -0.0204 -1.0784
C -3.3882 0.0472 0.5386
C -3.1739 1.3836 -2.0560
H -4.2231 1.2490 -2.3190
H -4.2333 -1.3748 -2.2091
H -2.5697 1.4543 -2.9655
H -2.5840 -1.6348 -2.8475
H -3.0714 0.9542 1.0636
H -3.0275 2.3115 -1.4957
C -3.1829 -1.4925 -1.9426
H -4.4710 0.0452 0.4162
H -3.0360 -2.3749 -1.3132
H -3.0767 -0.8129 1.1398
P 2.5511 -0.0045 -1.0788
C 3.3841 0.0703 0.5377
C 3.1870 -1.4752 -1.9405
H 2.5511 1.4711 -2.9642
H 4.2093 1.2668 -2.3291
H 3.0187 2.3277 -1.4966
C 3.1617 1.4005 -2.0588
H 2.5950 -1.6185 -2.8496
H 4.2391 -1.3553 -2.1994
H 4.4669 0.0721 0.4157
H 3.0748 -0.7914 1.1380
H 3.0375 -2.3585 -1.3129
H 3.0648 0.9756 1.0636
Cl -0.0023 -0.0985 -3.1307
Br -0.2013 -2.7027 4.6547
C -0.0889 -1.0796 3.7143
C 0.0188 0.1394 4.4002
C 0.1137 1.3034 3.6317
C 0.1042 1.2192 2.2445
N 0.0011 0.0563 1.6008
C -0.0983 -1.0840 2.3188
H 0.0253 0.1516 5.4815
H 0.1913 2.3003 4.0951
H 0.1696 2.1131 1.5944
H -0.1732 -2.0091 1.7429



No. 4
39
Properties=species:S:1:pos:R:3 method="wB97M-V/def2-TZVPD" e_homo_ev=-8.3 fmax_ha_per_bohr=0.05841 molar_mass_g_mol=362.37 relative_energy_ev=0.0000
C -0.4183 0.2752 6.0533
O 0.4622 -0.2295 5.0170
C 0.5110 0.3780 3.7979
C 1.2937 -0.2279 2.7730
C 1.3287 0.3117 1.5078
C 0.5173 1.4127 1.1908
N 0.2786 1.6868 -0.1602
C 0.6011 0.8374 -1.1823
N 0.5177 1.5955 -2.2975
C 0.9364 1.2424 -3.6354
C -0.0210 2.8651 -2.0092
C -0.1670 2.9283 -0.6648
C -0.1747 2.0922 2.1961
C -0.1839 1.5777 3.4899
H -0.1748 -0.3440 6.9214
H -0.2228 1.3358 6.2818
H -1.4762 0.1347 5.7749
H 1.8447 -1.1473 2.9949
H 1.9277 -0.1360 0.7145
H 1.0511 0.1575 -3.6847
H 0.1750 1.5997 -4.3368
H 1.8854 1.7165 -3.9300
H -0.3058 3.5666 -2.7762
H -0.5845 3.7125 -0.0493
H -0.7667 2.9800 1.9405
H -0.7762 2.0717 4.2650
O -0.2783 -4.8553 -4.6935
N 0.5143 -4.1724 -4.0115
O 1.7686 -4.1897 -4.1730
C 0.0726 -3.2985 -2.9741
C -1.2037 -3.0045 -2.5530
C -1.1360 -1.9501 -1.6042
N -2.2392 -1.1526 -1.1994
O -2.0105 -0.1493 -0.4731
O -3.3868 -1.4672 -1.5712
C 0.1652 -1.4805 -1.3455
S 1.3506 -2.3437 -2.2144
H -2.1150 -3.4573 -2.9170
H 0.4394 -0.8722 -0.4623



No. 5
11
Properties=species:S:1:pos:R:3 method="wB97M-V/def2-TZVPD" e_homo_ev="-8.4 / -8.6" fmax_ha_per_bohr=0.01499 molar_mass_g_mol=74.08 relative_energy_ev=4.9978
C 0.5998 -0.4130 -1.3843
O 1.1144 0.0041 -0.2880
C 0.5663 0.1487 0.9139
C -0.6263 -0.5425 1.3161
O -1.1310 -0.4448 2.4227
H -0.4050 -0.8158 -1.4212
H -0.7436 1.4715 -1.1207
H 1.2704 -0.4213 -2.2325
H -0.7935 1.5825 -0.3752
H 1.2151 0.6589 1.6123
H -1.0667 -1.2283 0.5569



No. 6
47
Properties=species:S:1:pos:R:3 method="wB97M-V/def2-TZVPD" e_homo_ev=-15.0 charge=+2 fmax_ha_per_bohr=0.04445 molar_mass_g_mol=526.86 relative_energy_ev=1.3777
Hf 0.3865 -0.0061 -0.4324
C -0.4812 -3.6060 1.8110
C -1.1196 -2.3504 1.2859
C -2.6030 -2.2550 1.5136
O -0.4220 -1.1301 1.8178
C -0.6936 -1.9872 -0.1359
O 0.5658 -2.0593 -0.4105
O -1.3522 -1.1192 -0.8011
H -0.6425 -3.6693 2.8879
H 0.5866 -3.6350 1.6075
H -0.9509 -4.4816 1.3576
H -2.8142 -2.4094 2.5736
H -3.1152 -3.0451 0.9603
H -3.0007 -1.2935 1.1997
H -0.6585 -1.0246 2.7527
C -0.3143 2.9509 2.2613
C -0.0719 2.4026 0.9062
O -0.8094 1.4643 0.4407
N 0.9246 2.8280 0.1344
C 2.2584 3.0729 0.6463
C 2.9873 1.7515 0.8925
C 4.2888 1.7917 1.3405
C 4.9652 0.6148 1.6150
C 4.3111 -0.5973 1.4488
C 3.0168 -0.5744 1.0022
N 2.3462 0.5714 0.7051
H -1.3344 2.7177 2.5525
H -0.1398 4.0254 2.2837
H 0.3638 2.4738 2.9770
H 0.8701 2.5643 -0.8530
H 2.2123 3.6424 1.5722
H 2.8037 3.6776 -0.0745
H 4.7697 2.7534 1.4778
H 5.9898 0.6427 1.9649
H 4.7898 -1.5429 1.6632
H 2.4738 -1.5026 0.8778
F 0.7361 3.0969 -5.8038
C 0.7268 2.3735 -4.6923
C -0.4851 1.8985 -4.2208
C -0.4819 1.1526 -3.0575
C 0.7122 0.8930 -2.3466
C 1.9131 1.4064 -2.8803
C 1.9338 2.1432 -4.0454
H -1.3935 2.0984 -4.7746
H -1.4319 0.7610 -2.7136
H 2.8612 1.2172 -2.3859
H 2.8513 2.5304 -4.4704